Entry from OMol25: a 6-piece molecular cluster, C21H40N11O6S overall (wB97M-V/def2-TZVPD).

The geometry in XYZ format:
```
79
Properties=species:S:1:pos:R:3:forces:R:3
C -3.326162 0.957225 2.255285 -0.052 -0.066 -0.208
C -2.069051 0.786300 1.455859 0.188 -0.070 -0.046
C -0.885566 0.330550 2.035130 0.102 0.086 -0.275
C 0.264977 0.163400 1.276207 -0.142 -0.103 0.236
C 0.312627 0.421295 -0.090997 -0.031 -0.036 0.187
C 1.570798 0.144850 -0.864132 0.098 -0.187 -0.098
C 2.102917 1.355220 -1.631118 -0.178 -0.114 -0.317
C 1.380959 -1.067117 -1.784935 0.085 0.261 0.030
C -0.873188 0.870851 -0.632024 -0.707 0.271 0.009
O -0.951947 1.165323 -2.018260 0.426 -0.306 -0.141
C -0.688916 2.462016 -2.320706 0.086 0.143 0.443
S -2.251672 3.193873 -3.001937 -0.370 0.022 -0.799
C -1.859143 4.938231 -2.963331 -0.202 0.181 0.172
C -1.862669 5.651357 -1.774311 0.072 0.013 -0.261
C -1.497111 6.988458 -1.858273 -0.024 -0.140 -0.067
C -1.147029 7.508828 -3.093707 -0.039 -0.125 -0.068
C -1.194265 6.691312 -4.218842 -0.021 -0.109 0.314
N -1.554239 5.408109 -4.158758 0.059 0.101 0.053
C -2.043898 1.060624 0.093849 0.205 0.077 -0.115
H -3.331921 0.277564 3.100582 -0.020 0.020 0.196
H -3.431248 1.979548 2.611454 0.032 0.093 0.161
H -4.197792 0.745126 1.642218 -0.099 -0.017 -0.069
H -0.851883 0.099644 3.089517 -0.065 -0.033 0.126
H 1.161392 -0.211519 1.749421 0.128 0.003 0.068
H 2.326231 -0.115803 -0.128242 0.045 0.008 0.148
H 1.705382 1.357752 -2.648295 -0.015 0.027 -0.077
H 1.823999 2.293155 -1.154719 0.217 0.112 0.160
H 3.182328 1.309005 -1.722021 0.151 0.063 0.119
H 0.860704 -0.765274 -2.691859 -0.170 -0.068 -0.094
H 2.347803 -1.470857 -2.070589 0.100 -0.103 -0.040
H 0.810331 -1.842820 -1.283209 0.019 -0.182 0.023
H 0.032317 2.606754 -3.124573 -0.112 -0.096 -0.205
H -0.401152 3.073205 -1.466500 -0.025 0.018 0.107
H -3.116598 3.054713 -1.979183 0.190 0.049 0.362
H -2.127426 5.186570 -0.837176 -0.025 -0.022 0.102
H -1.488724 7.595678 -0.967141 0.045 0.113 0.054
H -0.836115 8.535100 -3.201971 -0.014 0.124 0.033
H -0.935444 7.081702 -5.190398 0.019 -0.035 -0.149
H -2.941630 1.409500 -0.414284 0.075 -0.224 0.136
C -5.590517 1.875079 -1.995697 -0.325 0.080 -0.001
O -5.094590 1.609350 -0.908900 0.191 0.216 -0.147
N -5.772796 0.938948 -2.964075 0.125 0.030 -0.032
N -5.985790 3.152260 -2.316194 0.389 -0.066 -0.111
H -6.188975 1.137023 -3.855141 -0.046 -0.014 0.037
H -5.496487 -0.003095 -2.751718 -0.032 0.012 0.008
H -5.920452 3.848948 -1.595855 -0.157 -0.070 0.031
H -6.419952 3.391722 -3.189282 -0.081 -0.028 0.071
C 0.852430 -4.387687 0.403354 -0.071 -0.022 0.035
O 2.019423 -4.068713 0.548920 0.020 0.048 -0.053
N -0.173757 -3.759873 1.045945 -0.019 0.140 -0.214
N 0.471252 -5.410604 -0.429176 -0.008 0.028 -0.002
H -1.136686 -4.025639 0.938245 0.003 -0.150 0.235
H 0.066349 -3.014549 1.671016 -0.001 -0.009 0.037
H 1.195917 -5.896672 -0.921474 0.022 0.000 0.003
H -0.483760 -5.690443 -0.548187 -0.010 -0.018 0.047
C -2.862583 -6.811161 1.571458 0.006 -0.116 0.078
O -2.593058 -5.698999 1.996969 -0.008 0.148 -0.186
N -4.067655 -7.102248 0.993983 0.099 0.013 -0.038
N -1.975357 -7.847124 1.642523 -0.029 0.046 -0.086
H -4.307110 -8.011019 0.646660 -0.012 -0.015 0.024
H -4.741631 -6.362808 0.938742 -0.017 0.009 0.033
H -1.084707 -7.660394 2.064935 0.005 0.012 0.018
H -2.175596 -8.769825 1.307151 -0.010 -0.015 0.022
C 4.233507 1.151491 2.230969 0.037 0.003 0.140
O 4.129245 1.156562 1.014958 -0.087 0.011 -0.057
N 4.151299 2.304880 2.968175 -0.025 -0.063 -0.004
N 4.441930 0.012079 2.952156 0.081 0.020 -0.162
H 4.235030 2.327100 3.966292 0.005 0.001 0.009
H 4.008170 3.161044 2.468317 0.022 0.008 -0.018
H 4.506087 -0.864284 2.458589 0.005 -0.080 0.112
H 4.524112 0.002765 3.951425 -0.088 -0.059 0.018
C 6.903665 -2.807656 3.058456 0.010 -0.019 -0.028
O 5.715439 -2.962049 3.291480 -0.051 0.139 0.001
N 7.730952 -3.853782 2.766289 -0.011 0.060 0.028
N 7.488392 -1.570919 3.072103 0.023 -0.051 0.050
H 8.707665 -3.746962 2.571923 0.008 0.004 -0.001
H 7.322659 -4.769029 2.746300 -0.022 -0.006 -0.009
H 6.891334 -0.794512 3.287162 0.019 0.057 -0.081
H 8.458627 -1.408655 2.883173 0.009 -0.026 -0.015
```
Forces are in eV/Å.

Summary:
* multiplicity: 1
* HOMO energy: -10.817 eV
* E_tot: -2276.0964 hartree
* net charge: +1